# 1
45
Properties=species:S:1:pos:R:3 method="wB97M-V/def2-TZVPD" homo_lumo_gap_ev=5.589 total_charge=-2 e_homo_ev=-0.9
Y 0.4980 0.9024 1.2194
C -1.8809 -2.7627 2.2798
C -1.7327 -1.2469 2.4937
O -0.4491 -0.8331 2.4481
H -1.3993 -3.3050 3.1114
H -1.3747 -3.1151 1.3792
H -2.9266 -3.1046 2.3696
H -2.2209 -0.9988 3.4691
H -2.3580 -0.7655 1.6794
C -0.5413 4.1584 -0.9324
C 0.9226 3.7140 -0.9169
O 1.2099 2.8650 0.1052
H -1.2401 3.3365 -1.0942
H -0.7165 4.9756 -1.6489
H -0.7739 4.6058 0.0478
H 1.5568 4.6239 -0.8756
H 1.1127 3.1881 -1.8819
O 0.5911 2.0606 3.2822
H 0.5380 3.0211 3.2323
O 2.4827 0.4812 2.1545
H 2.7929 -0.3304 1.7505
C 1.5060 -1.2206 -1.4888
O 0.1268 -1.4084 -2.0543
O 1.4767 -0.6649 -0.3484
C 2.3378 -2.5080 -1.4934
F 2.2925 -3.1260 -2.7250
F 3.6293 -2.2552 -1.2734
F 1.9656 -3.4295 -0.6031
C -0.5400 -2.6380 -1.9180
C -1.9987 -2.4259 -2.2525
H -2.4935 -1.7496 -1.5553
H -2.1414 -2.1308 -3.2942
H -2.5237 -3.3872 -2.1582
H -0.4826 -3.0179 -0.8961
H -0.1432 -3.3862 -2.6088
H 1.9902 -0.5752 -2.2560
O -1.1027 0.4852 -0.5429
H -2.0292 0.5638 -0.7742
H -0.7265 -0.2439 -1.0901
O -1.6012 2.0011 1.6600
H -1.7020 2.9530 1.7371
H -2.4321 1.6024 1.9358
O 3.9003 1.7403 -0.0266
H 3.4628 1.0112 0.4671
H 3.1383 2.3397 -0.1135



# 2
18
Properties=species:S:1:pos:R:3 method="wB97M-V/def2-TZVPD" s_squared=2.014 homo_lumo_gap_ev="4.696 / 5.274" total_charge=-2 e_homo_ev="1.8 / -0.1" spin_multiplicity=3
C 1.1290 -0.8872 3.3261
C 1.4630 -1.9851 2.4065
C 0.5168 -0.3052 1.3995
C -0.2181 0.1851 0.1938
C -1.2020 1.3557 -1.3986
C -0.7165 0.6908 -2.7262
N 0.6012 0.0882 2.6518
N 1.0386 -1.5662 1.1819
N -0.2413 1.3654 -0.3034
N -0.7201 -0.5357 -2.9665
O 0.2041 2.5364 0.1806
O -0.7360 -0.7836 -4.2990
H 1.4240 -0.9845 4.3907
H 2.0433 -2.8660 2.5104
H -1.4069 2.3370 -1.6855
H -2.1645 0.8418 -1.0631
H -0.6304 1.3267 -3.6422
H -0.3842 -0.8134 -0.1570



# 3
23
Properties=species:S:1:pos:R:3 method="wB97M-V/def2-TZVPD" s_squared=2.008 homo_lumo_gap_ev="6.333 / 5.605" e_homo_ev="-5.5 / -8.3" spin_multiplicity=3
C 2.0506 -0.5467 -1.8050
C 3.1403 1.2671 -0.4122
N 1.6598 -0.3855 0.4826
N 2.6804 -0.1812 -0.4692
N -2.4285 -0.3913 0.5214
Si -3.0733 -1.4247 1.6378
Si -3.0006 0.6598 -0.6815
Si 0.2721 0.3739 1.2356
H 1.5700 -1.4821 -1.6645
H 1.2283 0.1794 -2.0872
H 2.9154 -0.6009 -2.5725
H 3.2666 1.5168 0.5903
H 4.1212 1.3333 -0.8779
H 2.3096 1.8285 -0.8749
H 1.8434 -1.3650 0.7490
H -4.4556 -0.9177 2.0292
H -3.2962 -2.8604 1.2090
H -2.0251 -1.4754 2.7225
H -4.4197 0.4853 -0.6739
H -2.5927 2.1875 -0.4091
H -2.3176 0.3566 -1.9862
H 0.1357 1.7048 0.7636
H 0.4161 -0.2621 2.5729



# 4
33
Properties=species:S:1:pos:R:3 method="wB97M-V/def2-TZVPD" homo_lumo_gap_ev=9.499 total_charge=-1 de_lowest_ev=0.000 e_homo_ev=-7.2
Mg -0.2189 0.1996 0.3677
C -2.9037 -1.0840 2.7518
F -3.5936 -0.0523 3.2627
F -1.7774 -1.2438 3.4616
F -3.6410 -2.1936 2.8634
S -2.5238 -0.7268 0.9879
O -1.3320 -1.5182 0.6060
O -3.7297 -1.0254 0.3114
O -2.0340 0.6653 0.9548
C -1.2415 2.8358 -2.3410
F 0.0113 3.2129 -2.0702
F -2.0286 3.2609 -1.3606
F -1.6120 3.4534 -3.4734
S -1.3461 1.0281 -2.5554
O -0.8870 0.8141 -3.8933
O -0.3717 0.5760 -1.5392
O -2.6970 0.7290 -2.2712
C 2.6387 1.6285 2.4454
F 2.8582 1.4275 3.7477
F 3.1593 2.8042 2.0951
F 3.2573 0.6567 1.7502
S 0.8494 1.6390 2.0996
O 0.7334 1.9168 0.6565
O 0.3977 0.2396 2.2240
O 0.3260 2.5870 2.9958
Cl 0.9066 -2.4538 -3.3562
C 1.8929 -3.3040 -2.1204
C 2.7312 -2.3603 -1.3293
Cl 1.7724 -1.0757 -0.5770
H 2.5199 -3.9931 -2.6800
H 1.1838 -3.8474 -1.5039
H 3.4651 -1.8906 -1.9770
H 3.2346 -2.9055 -0.5336



# 5
11
Properties=species:S:1:pos:R:3 method="wB97M-V/def2-TZVPD" homo_lumo_gap_ev=9.421 de_lowest_ev=2.888 e_homo_ev=-9.0
C -0.1837 0.5093 0.2439
C 0.6038 -0.0898 1.3716
N 0.1762 0.1146 -0.8981
O 0.0732 -1.8761 -2.2483
O -1.0518 1.4586 0.5684
S 0.1862 -0.4242 -2.4059
H -1.1090 1.2964 1.4936
H 1.2631 0.6855 1.8184
H 1.2151 -0.8128 0.7824
H 0.0001 -0.7142 2.0876
H -1.1733 -0.1471 -2.8136



# 6
67
Properties=species:S:1:pos:R:3 method="wB97M-V/def2-TZVPD" homo_lumo_gap_ev=6.826 de_lowest_ev=0.084 e_homo_ev=-8.0 smiles="OC(c1ccccc1)(c1ccccc1)[C@@H]1CCCN1.CC1(C)OC(=O)C(=Cc2ccccc2)C(=O)O1"
O -0.0208 1.8752 -0.4403
C -0.3122 1.8227 0.9483
C 0.0042 3.2271 1.5106
C 0.2945 4.3138 0.6816
C 0.4308 5.5922 1.2407
C 0.3127 5.7777 2.6208
C 0.0774 4.6765 3.4529
C -0.0815 3.4071 2.8968
C -1.8112 1.5129 1.1152
C -2.2699 0.2026 1.0239
C -3.6356 -0.1002 1.0129
C -4.5638 0.9128 1.2760
C -4.1065 2.2166 1.4908
C -2.7427 2.5275 1.3650
C 0.5509 0.7712 1.6731
C 1.9943 1.2295 1.9483
C 2.7324 -0.0590 2.2977
C 1.9626 -1.1543 1.5733
N 0.7241 -0.5251 1.0381
H 0.8642 1.4579 -0.6516
H 0.4007 4.1647 -0.3953
H 0.6182 6.4380 0.5778
H 0.4126 6.7753 3.0536
H 0.0014 4.7960 4.5339
H -0.2761 2.5413 3.5342
H -1.5550 -0.6117 0.9722
H -3.9494 -1.1252 0.7978
H -5.6316 0.6777 1.3262
H -4.8081 3.0128 1.7500
H -2.4058 3.5532 1.5076
H 0.0526 0.5943 2.6432
H 2.4037 1.6790 1.0259
H 2.0293 1.9598 2.7651
H 3.7800 -0.0471 1.9708
H 2.6842 -0.2608 3.3772
H 2.5836 -1.5398 0.7545
H 1.7132 -2.0143 2.2205
H -0.0388 -1.1964 1.1438
C 2.2490 -3.0229 -3.3919
C 3.0374 -2.8658 -2.1002
C 4.4009 -3.5481 -2.1566
O 3.2521 -1.4605 -1.7818
C 2.1198 -0.7495 -1.4508
O 2.1739 0.4686 -1.3499
C 0.9258 -1.5610 -1.1980
C -0.3173 -0.9775 -1.0702
C -1.4726 -1.6119 -1.7140
C -1.4770 -2.9878 -2.0563
C -2.5622 -3.5597 -2.7150
C -3.6675 -2.7777 -3.0600
C -3.6730 -1.4108 -2.7513
C -2.6003 -0.8380 -2.0771
C 1.2024 -2.8862 -0.5815
O 0.5200 -3.4092 0.2820
O 2.3659 -3.4976 -0.9796
H 1.2666 -2.5374 -3.3487
H 2.8303 -2.5773 -4.2098
H 2.1032 -4.0922 -3.5950
H 4.8793 -3.5180 -1.1702
H 4.2615 -4.5978 -2.4396
H 5.0476 -3.0605 -2.8930
H -0.3995 0.0770 -0.8419
H -0.6448 -3.6241 -1.7564
H -2.5468 -4.6329 -2.9028
H -4.5424 -3.2478 -3.5128
H -4.5428 -0.8002 -2.9942
H -2.6080 0.2252 -1.8166



# 7
12
Properties=species:S:1:pos:R:3 method="wB97M-V/def2-TZVPD" homo_lumo_gap_ev=11.039 de_lowest_ev=0.906 e_homo_ev=-10.2 smiles=CO.CO
C -0.4654 -1.3412 -0.2133
O -1.1679 -2.5672 -0.4919
H 0.4591 -1.4033 -0.7831
H -0.2767 -1.1509 0.8341
H -1.0500 -0.5843 -0.7443
H -2.0702 -2.5084 -0.1711
C 0.4470 1.7163 0.1088
O 1.3189 0.9838 0.9457
H 0.5130 1.3056 -0.9003
H -0.5526 1.5714 0.5149
H 0.5891 2.7971 0.0854
H 2.2557 1.1811 0.8152



# 8
8
Properties=species:S:1:pos:R:3 method="wB97M-V/def2-TZVPD" s_squared=0.753 homo_lumo_gap_ev="10.875 / 7.573" de_lowest_ev=1.537 e_homo_ev="-9.9 / -9.9" spin_multiplicity=2
O 1.6962 0.4324 0.9224
H 2.3209 0.0318 1.4598
C -0.9093 0.0495 0.0511
C -1.0794 -0.4972 -1.1542
H -1.6046 -0.0541 0.7779
H -0.0785 0.7115 0.3026
H -1.9060 -1.1875 -1.3811
H -0.3695 -0.2747 -1.9202



Number 1: DFT total energy -36312.0820 eV. Number 2: DFT total energy -16365.5161 eV. Number 3: DFT total energy -30414.2311 eV. Number 4: DFT total energy -111137.5714 eV. Number 5: DFT total energy -18572.6816 eV. Number 6: DFT total energy -43339.1956 eV. Number 7: DFT total energy -6297.5049 eV. Number 8: DFT total energy -4198.5933 eV.